Entry from OMol25: a 2-piece molecular cluster, C23H26N5O6 overall at a distorted geometry (the ωB97M-V functional and the def2-TZVPD basis).

Calculated values
- max |F| (eV/A) = 3.3
- total charge = -1
- spin multiplicity = 1

Element x y z (Å)
C 0.947 1.890 -0.269
C 0.550 0.670 0.502
C -0.508 -0.132 0.123
C -0.564 -1.489 0.686
O 0.391 -2.285 0.710
N -1.753 -1.868 1.276
C -1.782 -3.107 1.998
C -3.013 -1.201 1.058
N 1.374 0.476 1.571
N 0.914 -0.242 2.524
C 1.918 -0.732 3.410
N 3.206 -0.449 3.010
C 4.380 -0.804 3.663
C 5.599 -0.741 2.951
C 6.787 -1.134 3.570
C 6.779 -1.561 4.906
C 5.578 -1.591 5.624
C 4.376 -1.222 5.007
O 1.551 -1.355 4.405
H 0.080 2.355 -0.749
H 1.425 2.620 0.400
H 1.677 1.627 -1.050
H -1.359 0.306 -0.389
H -0.941 -3.151 2.699
H -2.725 -3.166 2.546
H -1.705 -3.965 1.316
H -2.902 -0.117 1.201
H -3.398 -1.373 0.037
H -3.742 -1.603 1.771
H 3.248 0.028 2.111
H 5.586 -0.404 1.911
H 7.716 -1.107 3.000
H 7.710 -1.870 5.383
H 5.564 -1.905 6.668
H 3.430 -1.269 5.546
C -4.257 -3.354 -2.913
C -4.303 -1.863 -2.708
O -2.944 -1.407 -2.524
C -2.886 -0.054 -2.345
C -1.538 0.468 -2.466
C -1.344 1.797 -2.889
C -2.376 2.802 -2.824
C -2.179 4.083 -3.294
C -0.928 4.455 -3.829
N -0.769 5.739 -4.418
O 0.359 6.078 -4.847
O -1.774 6.485 -4.497
C 0.141 3.528 -3.832
C -0.062 2.237 -3.390
O -3.925 0.574 -2.115
H -5.260 -3.713 -3.157
H -3.584 -3.617 -3.735
H -3.926 -3.876 -2.008
H -4.730 -1.366 -3.592
H -4.909 -1.604 -1.829
H -0.752 -0.257 -2.635
H -3.338 2.533 -2.397
H -2.978 4.821 -3.271
H 1.108 3.861 -4.204
H 0.761 1.517 -3.407

These are the Mulliken partial charges, in e, on atoms 1 to 4: C -1.137; C 0.038; C -0.285; C 0.512

=====

Entry from OMol25: a 2-piece molecular cluster, C6H7NO overall at a distorted geometry (the ωB97M-V functional and the def2-TZVPD basis).

Calculated values
- ΔE to the lowest compared entry with this formula, charge and spin (kcal/mol) = 128.4
- max |F| (eV/A) = 3.7
- spin multiplicity = 1

Element x y z (Å)
C 1.942 -0.178 0.185
C 0.871 -1.254 0.320
C -1.278 0.874 -1.520
C -0.278 -0.503 1.051
C 0.302 0.681 1.431
C -1.612 -0.498 -0.983
N 1.604 0.886 0.856
O -2.496 0.489 -0.795
H 2.604 -0.218 -0.647
H 0.560 -1.756 -0.606
H 1.188 -2.077 0.944
H -0.505 1.573 -1.201
H -1.698 1.090 -2.454
H -1.247 -0.680 1.438
H 0.042 1.570 1.981

These are the Mulliken partial charges, in e, on atoms 1 to 4: C -0.079; C -0.483; C -0.105; C -0.433

=====

Entry from OMol25: one molecule with the formula C3H6O3 at a distorted geometry (the ωB97M-V functional and the def2-TZVPD basis).

Calculated values
- ΔE to the lowest compared entry with this formula, charge and spin (kcal/mol) = 105.8
- max |F| (eV/A) = 5.4
- structure (SMILES) = O[C@H]1[C@H](O)[C@H]1O
- spin multiplicity = 1

Element x y z (Å)
O 0.294 -0.876 1.894
C 0.473 0.112 0.917
C 0.631 -0.361 -0.349
O 1.730 0.132 -0.991
C -0.600 0.419 -0.197
O -1.909 -0.039 0.005
H -0.683 -0.815 1.826
H 1.272 0.998 1.023
H 0.482 -1.347 -0.683
H 1.325 0.514 -1.884
H -0.608 1.433 -0.535
H -2.407 -0.169 -1.027

These are the Mulliken partial charges, in e, on atoms 1 to 4: O -0.516; C -0.117; C 0.152; O -0.537

=====

Entry from OMol25: one molecule with the formula C7H8BrN3O at a distorted geometry (the ωB97M-V functional and the def2-TZVPD basis).

Calculated values
- ΔE to the lowest compared entry with this formula, charge and spin (kcal/mol) = 95.0
- max |F| (eV/A) = 1.8
- spin multiplicity = 1

Element x y z (Å)
C 2.087 -1.314 0.177
C 0.663 0.737 0.620
C -1.042 -0.692 -0.293
C -1.692 1.452 0.103
C 1.160 -1.782 -0.899
C -0.261 -1.948 -0.346
C 1.080 1.996 1.226
N -2.274 -0.614 -0.632
N -2.675 0.673 -0.413
N -0.570 0.545 0.195
O -1.723 2.617 0.389
Br 3.627 -0.507 -0.535
H 1.158 -1.185 -1.817
H 1.534 -2.781 -1.161
H -0.178 -2.353 0.665
H -0.842 -2.635 -0.960
H 0.926 1.848 2.299
H 0.501 2.865 0.914
H 2.149 2.140 1.076
H -3.627 0.940 -0.606

These are the Mulliken partial charges, in e, on atoms 1 to 4: C -0.204; C 0.229; C 0.326; C 0.463

=====

Number 1: gap between HOMO and LUMO 4.61 eV. Number 2: gap between HOMO and LUMO 8.90 eV. Number 3: gap between HOMO and LUMO 9.81 eV. Number 4: gap between HOMO and LUMO 7.41 eV.